Computed, not measured: a single C3H5N3 molecule, with ωB97M-V/def2-TZVPD.

Geometry as ORCA input:
```
! wB97M-V def2-TZVPD RIJCOSX def2/J DEFGRID3
* xyz 0 1
N -2.0027 -0.3868 0.1713
C -0.6182 -0.2125 0.1115
N 0.1810 -1.2652 0.0255
N 1.4214 -0.7367 -0.0300
C 1.4249 0.6096 0.0166
C 0.1114 1.0043 0.1336
H -2.5203 0.4000 -0.1961
H -2.2800 -1.2431 -0.2927
H 2.2131 -1.3556 -0.0677
H 2.3378 1.1746 -0.1074
H -0.2683 2.0115 0.2355
*
```

- Relative energy (zero: lowest compared OMol25 entry of this formula, charge and spin): 0.4584 eV
- LUMO level: 1.137 eV
- HOMO-LUMO gap: 9.4 eV
- DFT total energy: -281.57320 hartree
- SMILES string: Nc1cc[nH]n1

---

Computed, not measured: a molecular structure, C30H24F3IrN5OP, with ωB97M-V/def2-TZVPD.

Geometry as ORCA input:
```
! wB97M-V def2-TZVPD RIJCOSX def2/J DEFGRID3
* xyz 3 2
Ir 0.7001 -1.1876 -0.9622
O -0.2891 -3.5259 -1.9888
N -0.7396 -2.2389 -2.1701
C -1.6558 -1.9857 -3.0239
C -2.1937 -0.6921 -3.3863
C -3.1219 -0.7039 -4.4337
C -3.6894 0.4650 -4.9084
C -3.3418 1.6774 -4.3334
C -2.4303 1.7125 -3.2841
C -1.8491 0.5448 -2.8088
P -0.7855 0.7478 -1.3520
C -1.9686 1.1277 -0.0396
C -2.2252 2.4405 0.3497
C -3.2452 2.6817 1.2566
C -3.9989 1.6322 1.7678
C -3.7216 0.3211 1.3951
C -2.7077 0.0657 0.4908
C 0.3398 2.1202 -1.5313
C 1.0026 2.5041 -0.3543
C 1.9642 3.4935 -0.4036
C 2.2824 4.0822 -1.6251
C 1.6545 3.6714 -2.7962
C 0.6864 2.6834 -2.7617
H -0.7271 -4.1465 -2.5966
H -2.0734 -2.8273 -3.5760
H -3.3924 -1.6488 -4.8903
H -4.4104 0.4281 -5.7132
H -3.7879 2.5969 -4.6877
H -2.1858 2.6641 -2.8287
H -1.6499 3.2701 -0.0411
H -3.4494 3.6968 1.5690
H -4.8134 1.8349 2.4500
H -4.2999 -0.4984 1.8004
H -2.4815 -0.9524 0.1901
H 0.7427 2.0302 0.5868
H 2.4675 3.8141 0.4982
H 3.0221 4.8708 -1.6619
H 1.9270 4.1255 -3.7394
H 0.1927 2.3624 -3.6698
N 7.0171 -1.9015 -2.8831
C 5.9300 -2.3745 -2.3065
N 5.8952 -3.6044 -1.8163
N 4.8732 -1.5500 -2.2460
C 3.7056 -1.4249 -1.9005
N 2.5730 -1.1560 -1.6423
H 7.8453 -2.4616 -3.0198
H 7.0361 -0.9538 -3.2251
H 6.7134 -4.1949 -1.8229
H 5.0690 -3.9672 -1.3733
F -1.8291 -1.2880 8.1277
C -0.5361 -1.1872 7.8125
F 0.1267 -2.1880 8.4080
F -0.0711 -0.0311 8.3040
C -0.3178 -1.2361 6.3133
C -1.3876 -1.4323 5.4483
C -1.1691 -1.4102 4.0878
C 0.1326 -1.2166 3.5910
C 1.2109 -1.0556 4.4787
C 0.9800 -1.0725 5.8358
C 0.3317 -1.2343 2.2012
C 0.4770 -1.2656 0.9758
H -2.3776 -1.6047 5.8455
H -1.9850 -1.5587 3.3932
H 2.2114 -0.9228 4.0907
H 1.7973 -0.9650 6.5363
*
```

- LUMO level (alpha / beta): -11.272 / -11.311 eV
- HOMO-LUMO gap (alpha / beta): 4.8 / 4.7 eV
- DFT total energy: -2250.81143 hartree

---

Computed, not measured: 2 unconnected molecules or ions with the total composition C9H9N2O, with ωB97M-V/def2-TZVPD.

Geometry as ORCA input:
```
! wB97M-V def2-TZVPD RIJCOSX def2/J DEFGRID3
* xyz -1 1
C -0.9080 -1.4937 -2.0101
C -1.9175 -0.6059 -1.6629
C 0.1556 -1.8480 -1.2291
C -1.7601 0.1060 -0.4420
C 0.2933 -1.2223 0.0581
C -0.7536 -0.2710 0.4311
C 1.3412 -1.1399 0.9895
C 0.8612 -0.2816 2.0332
C -0.2822 0.3168 1.6690
N 1.1572 2.0743 -0.2466
N 0.3178 2.6871 0.5415
O 0.7420 3.6541 1.1850
H -1.0728 -2.1129 -2.9115
H -2.6695 -0.4003 -2.4702
H 0.9436 -2.6522 -1.5637
H -2.5147 0.7090 -0.0565
H 2.0698 -1.9052 1.0327
H 1.4930 -0.0131 3.0003
H -0.8067 0.9980 2.2259
H 1.0368 1.0289 -0.3987
H 2.2737 2.3719 -0.1750
*
```

- Relative energy (zero: lowest compared OMol25 entry of this formula, charge and spin): 0.0000 eV
- LUMO level: 4.013 eV
- HOMO-LUMO gap: 6.6 eV
- DFT total energy: -533.01225 hartree

---

Computed, not measured: 2 unconnected molecules or ions with the total composition C6H13NO, with ωB97M-V/def2-TZVPD.

Geometry as ORCA input:
```
! wB97M-V def2-TZVPD RIJCOSX def2/J DEFGRID3
* xyz 1 2
C -0.7003 0.1097 2.4295
N -1.5119 0.2557 1.2504
C -1.2403 -0.2852 -0.0257
C -2.0627 -0.3105 -1.0254
C 2.1896 -1.3397 -1.5100
C 0.6649 -1.3298 -1.1292
C 0.1703 -0.5230 -0.1989
H -0.5773 -0.9074 2.7788
H -1.1480 0.7945 3.2333
H 0.3553 0.3988 2.3086
H -2.5554 0.4479 1.2998
H -1.6092 -0.5996 -2.1576
H -3.1629 -0.3891 -0.8776
H 2.4368 -1.2348 -2.5221
H 2.9422 -0.8958 -0.9292
H 2.4296 -2.4674 -1.4149
H -0.0134 -2.1192 -1.6318
H 0.8219 0.2185 0.2484
H 0.7847 3.3062 0.6506
H 1.1043 3.0624 -0.5630
O 0.6817 3.8078 -0.2140
*
```

- Relative energy (zero: lowest compared OMol25 entry of this formula, charge and spin): 2.9114 eV
- LUMO level (alpha / beta): -3.934 / -7.400 eV
- HOMO-LUMO gap (alpha / beta): 10.3 / 6.7 eV
- DFT total energy: -366.00295 hartree

---

Computed, not measured: a molecular structure, CF4O3PTm, with ωB97M-V/def2-TZVPD.

Geometry as ORCA input:
```
! wB97M-V def2-TZVPD RIJCOSX def2/J DEFGRID3
* xyz 2 3
C -2.2106 -0.7644 0.1459
O -0.3665 0.7165 -0.3312
O -1.4071 -1.6642 0.3410
O -3.3475 -0.4999 0.1469
Tm 0.4573 2.7788 -0.8651
P 0.9462 -0.0934 0.0986
F 1.9025 1.0658 -0.8887
F 1.5443 0.8329 1.3024
F 1.1779 -1.2844 1.1289
F 1.3036 -1.0877 -1.0786
*
```

- LUMO level (alpha / beta): -12.866 / -14.447 eV
- HOMO-LUMO gap (alpha / beta): 5.8 / 4.1 eV
- DFT total energy: -2089.19536 hartree

---

Computed, not measured: a single C12H12N2O3S molecule, with ωB97M-V/def2-TZVPD.

Geometry as ORCA input:
```
! wB97M-V def2-TZVPD RIJCOSX def2/J DEFGRID3
* xyz 0 1
C -4.5411 -2.3787 0.0402
C -3.7937 -1.3053 0.8121
H -2.9031 -1.7098 1.3035
H -4.4405 -0.8457 1.5662
O -3.3904 -0.2704 -0.0930
C -2.1615 0.2141 0.0109
O -1.3445 -0.1349 0.8210
C -1.9311 1.2941 -1.0382
C -1.3523 2.5185 -0.3621
O -2.0081 3.5097 -0.1480
N -0.0476 2.4718 0.0544
C 0.9684 1.5597 -0.0361
N 2.0337 1.7228 0.6579
C 2.9726 0.7680 0.4007
C 4.2230 0.6684 1.0022
C 5.0633 -0.3580 0.6244
C 4.6794 -1.2854 -0.3408
C 3.4419 -1.2065 -0.9517
C 2.5966 -0.1790 -0.5759
S 0.9946 0.1836 -1.1520
H 3.1399 -1.9226 -1.6998
H 5.3568 -2.0789 -0.6175
H 6.0363 -0.4458 1.0840
H 4.5086 1.3925 1.7478
H 0.2176 3.2733 0.6219
H -2.8873 1.5604 -1.4879
H -1.2567 0.9091 -1.8028
H -4.8858 -3.1458 0.7274
H -5.3985 -1.9447 -0.4671
H -3.8905 -2.8345 -0.7017
*
```

- Relative energy (zero: lowest compared OMol25 entry of this formula, charge and spin): 0.1163 eV
- LUMO level: 0.486 eV
- HOMO-LUMO gap: 9.0 eV
- DFT total energy: -1197.94476 hartree
- SMILES string: CCOC(=O)CC(=O)Nc1nc2ccccc2s1

---

Number 1: maximum force 0.0057 hartree/bohr. Number 2: maximum force 0.0527 hartree/bohr. Number 3: maximum force 0.0843 hartree/bohr. Number 4: maximum force 0.1588 hartree/bohr. Number 5: maximum force 0.1447 hartree/bohr. Number 6: maximum force 0.0212 hartree/bohr.